# 1
ORCA calculation (ωB97M-V/def2-TZVPD) on an isolated molecule of C17H20N6O2.

Values from the calculation:
SMILES = CC[C@@H]1Cc2c(nc(N)c3c(N)nc(N4CCOCC4)c(C#N)c23)O1
net charge = 0
energy above the lowest of the compared OMol25 structures with the same formula, charge and spin = 5.7 kcal per mole
E_HOMO = -7.609 eV
gap between HOMO and LUMO = 8.20 eV
spin multiplicity = 1

Geometry (Å):
C: -5.60380 1.50247 2.25469
C: -4.13991 1.08849 2.33182
C: -3.79999 0.01506 1.29581
H: -4.48936 -0.82986 1.40875
C: -2.32188 -0.43174 1.36925
C: -1.78588 0.04671 0.05422
C: -2.84417 0.57890 -0.66752
N: -2.77966 1.03829 -1.91021
C: -1.58711 1.03952 -2.48450
N: -1.56801 1.52254 -3.77476
H: -0.95079 1.04673 -4.41608
H: -2.50541 1.66471 -4.12557
C: -0.40618 0.61025 -1.82791
C: 0.91293 0.74779 -2.34710
N: 1.95478 0.16425 -1.80288
C: 1.84704 -0.53607 -0.65919
N: 2.96677 -1.22141 -0.32570
C: 3.12078 -2.11473 0.79203
C: 3.88916 -1.39190 1.91521
H: 4.49170 -2.11687 2.48316
O: 4.71911 -0.37928 1.38213
C: 5.30681 -0.76474 0.16426
C: 4.23655 -0.89844 -0.94259
H: 4.52178 -1.68312 -1.65460
H: 4.10929 0.03785 -1.48496
H: 6.02190 0.01957 -0.08835
H: 5.85499 -1.71047 0.29165
H: 3.19935 -0.88898 2.59561
H: 2.15790 -2.47006 1.14960
H: 3.69599 -2.97948 0.43795
C: 0.65251 -0.51750 0.08686
C: 0.58888 -0.91344 1.42511
N: 0.54094 -1.17964 2.54615
C: -0.51505 0.03222 -0.52447
N: 1.16787 1.47196 -3.47891
H: 0.55512 2.25017 -3.66699
H: 2.15065 1.62886 -3.64425
O: -4.01753 0.54352 -0.02261
H: -2.22573 -1.51439 1.47526
H: -1.81226 0.03085 2.21525
H: -3.91122 0.69375 3.32355
H: -3.50150 1.95614 2.15090
H: -5.83704 1.84927 1.25158
H: -5.80984 2.30292 2.96090
H: -6.25050 0.65934 2.48747



# 2
ORCA calculation (ωB97M-V/def2-TZVPD) on a structure of composition C17H21BN6Ti.

Values from the calculation:
net charge = +2
E_HOMO (spin up / spin down) = -15.281 / -15.325 eV
gap between HOMO and LUMO (spin up / spin down) = 8.27 / 5.62 eV
spin multiplicity = 3

Geometry (Å):
C: 3.22026 0.19194 -0.54597
N: 1.85608 0.20091 -0.94139
N: 1.87016 -0.00460 -2.33401
C: 3.13278 -0.17484 -2.74212
C: 4.00763 -0.06853 -1.65517
B: 0.54848 0.05577 -3.16594
N: -0.49912 -1.08851 -2.89657
N: -1.18057 -1.18344 -1.66299
C: -2.09928 -2.23969 -1.82613
C: -1.94352 -2.78813 -3.08876
C: -0.94531 -2.03646 -3.72315
Ti: -0.00646 -0.00001 -0.33895
N: -0.14704 1.41774 -2.86206
N: -0.55822 1.59307 -1.51149
C: -1.13418 2.85491 -1.48742
C: -1.09083 3.42576 -2.75309
C: -0.46415 2.49244 -3.58597
H: -1.52052 3.20532 -0.54978
H: -0.22290 2.51766 -4.63650
H: -1.46132 4.38650 -3.03718
H: 0.84772 0.00434 -4.31520
H: -0.51767 -2.11369 -4.70785
H: 3.31420 -0.36327 -3.78570
H: -2.47280 -3.62153 -3.50546
H: 5.07784 -0.17268 -1.68535
H: -2.74735 -2.49556 -1.00032
H: 3.47334 0.34404 0.49590
H: -1.83287 -0.78579 1.43218
C: -2.04073 -1.57441 2.18682
H: -2.87966 -2.17327 1.85734
H: -1.15738 -2.19499 2.30822
H: -2.27333 -1.08993 3.13605
C: 0.76389 0.80542 1.51972
C: 0.32479 0.38794 2.88052
C: -0.50455 1.23375 3.65626
C: -0.86668 0.89399 4.94650
C: -0.42365 -0.30221 5.51541
C: 0.39662 -1.15688 4.77425
C: 0.76851 -0.82267 3.48356
H: 0.41892 1.81299 1.23076
H: 1.86096 1.02728 1.52423
H: -0.84705 2.18142 3.21149
H: -1.50194 1.57411 5.53218
H: -0.70915 -0.56556 6.54023
H: 0.75088 -2.09648 5.21901
H: 1.41517 -1.49420 2.89394



# 3
ORCA calculation (ωB97M-V/def2-TZVPD) on a cluster of 2 separate species, C17H21BrClN5O6S2 in total.

Values from the calculation:
SMILES = O=C(Nc1ncc(Br)s1)NS(=O)(=O)c1ccccc1Cl.CNC(=O)[C@@H](NC(C)=O)[C@@H](C)O
net charge = 0
energy above the lowest of the compared OMol25 structures with the same formula, charge and spin = 0.0 kcal per mole
E_HOMO = -8.342 eV
gap between HOMO and LUMO = 8.65 eV
spin multiplicity = 1

Geometry (Å):
O: 0.31903 -3.09047 0.89881
O: 1.50918 0.78268 -1.28536
O: -1.16551 1.31167 1.85716
O: -2.21394 -2.70804 -0.55189
O: -1.62452 -1.44039 -2.51681
Cl: 0.69401 -2.28908 -4.24422
Br: 3.35534 -2.68195 6.26858
N: 2.87252 -0.46500 2.76397
O: -3.09865 2.15187 -0.82930
S: 1.91435 -2.81368 3.39917
C: 0.63044 -1.99415 0.47299
C: 1.01673 1.68203 -0.61860
C: -1.22572 2.49275 1.55016
C: 2.12925 -1.44134 2.31043
C: 3.31569 -0.76643 4.04922
C: 2.90948 -1.97499 4.55100
C: 0.73491 -6.18716 -3.26949
C: 0.01805 -6.23142 -2.07218
C: 0.92274 -4.96224 -3.91591
C: -0.51706 -5.05792 -1.53391
C: 0.39532 -3.78060 -3.38426
C: -0.34136 -3.82816 -2.18955
N: 1.62545 -1.24865 1.04245
N: -1.43549 3.38943 2.52114
N: -0.27479 1.99109 -0.72527
N: 0.09028 -1.50824 -0.66208
C: 1.89975 2.42538 0.36314
C: -1.43336 4.85094 2.42479
C: -2.20209 4.10450 -1.83568
C: -1.01318 2.96731 0.10046
C: -2.36956 3.31594 -0.53768
S: -1.12249 -2.34360 -1.46959
H: -3.94203 2.39351 -1.21794
H: 3.94864 -0.09029 4.61667
H: 1.14990 -7.09792 -3.69254
H: -0.12744 -7.17631 -1.55679
H: 1.48603 -4.91670 -4.84219
H: -1.07528 -5.10012 -0.59814
H: 1.82467 -0.35291 0.61530
H: -1.57113 2.97939 3.43445
H: -0.83624 1.41151 -1.33598
H: 0.64280 -0.87037 -1.22071
H: 2.93108 2.10512 0.22124
H: 1.59460 2.18432 1.38021
H: 1.83388 3.49541 0.18737
H: -2.26402 5.19732 1.80787
H: -0.48945 5.20387 2.00399
H: -1.54579 5.28008 3.42279
H: -1.68874 3.49645 -2.58173
H: -1.62222 5.00804 -1.64797
H: -3.18087 4.38842 -2.22285
H: -0.43256 3.88532 0.14025
H: -2.95063 3.92377 0.15500



# 4
ORCA calculation (ωB97M-V/def2-TZVPD) on a structure of composition C17H21CeN5O5SSe.

Values from the calculation:
net charge = -1
energy above the lowest of the compared OMol25 structures with the same formula, charge and spin = 78.2 kcal per mole
E_HOMO (spin up / spin down) = -2.191 / -2.196 eV
gap between HOMO and LUMO (spin up / spin down) = 4.62 / 4.62 eV
spin multiplicity = 2

Geometry (Å):
Ce: 10.27555 6.59492 8.76688
C: 10.28411 9.65817 8.73514
C: 11.32843 10.02813 9.55351
C: 11.05556 10.36897 10.97209
C: 9.82062 10.41581 11.53148
C: 8.63347 10.02824 10.68224
C: 8.87232 9.59203 9.24590
H: 10.53527 9.39985 7.66208
H: 12.32160 10.13822 9.13677
H: 11.92226 10.44195 11.65391
H: 9.63740 10.60224 12.59006
H: 7.76539 10.73331 10.80199
H: 8.07314 9.96689 8.56653
C: 6.54937 8.68470 11.26967
C: 8.03083 8.59903 11.00970
N: 8.40266 8.11877 9.54336
N: 7.37953 7.76141 8.68468
C: 6.97452 6.50376 8.61389
N: 5.74334 6.29614 8.09883
S: 7.85771 5.13289 9.22901
C: 8.77926 7.78355 11.96565
C: 8.29552 7.38323 13.23108
C: 9.16924 6.85679 14.15899
C: 10.53217 6.69082 13.83549
C: 10.88564 6.98308 12.56958
N: 10.04500 7.45993 11.64723
H: 6.00798 9.09422 10.36538
H: 6.32268 9.38678 12.10903
H: 6.06813 7.73915 11.53281
H: 5.42557 7.00872 7.49595
H: 5.44466 5.37565 7.95324
H: 7.29171 7.70759 13.57066
H: 8.83252 6.50056 15.13600
H: 11.17277 6.24269 14.61088
H: 11.94664 6.89735 12.35353
N: 9.01155 7.43024 4.38923
C: 9.82778 6.86682 5.34533
O: 9.83624 7.47894 6.44164
C: 10.52717 5.54968 5.06280
C: 10.60794 4.62779 6.25806
H: 8.55277 8.32085 4.56772
H: 8.98865 7.04273 3.46717
H: 11.58678 5.78170 4.72679
H: 10.05076 5.10344 4.19342
H: 11.61952 4.39701 6.53596
H: 9.72956 4.12041 6.64529
O: 13.90358 4.76726 8.21214
Se: 12.94874 5.48135 9.37226
O: 11.31456 4.85084 9.40679
O: 12.54218 7.08508 8.91155
O: 13.44073 5.45203 10.93234



# 5
ORCA calculation (ωB97M-V/def2-TZVPD) on a structure of composition C17H21ClF4IN3OP.

Values from the calculation:
net charge = +1
energy above the lowest of the compared OMol25 structures with the same formula, charge and spin = 0.0 kcal per mole
E_HOMO = -11.481 eV
gap between HOMO and LUMO = 6.73 eV
spin multiplicity = 1

Geometry (Å):
C: 2.41704 -1.44500 0.96325
C: 1.53972 -0.51022 0.12865
C: 0.51153 0.23376 1.02688
C: 1.00243 1.62403 1.49634
C: -0.87426 0.23041 0.40718
C: -1.88622 -0.55574 0.94591
P: -1.38594 -1.66077 2.39767
N: -1.96741 -0.65709 3.64896
O: -2.54754 -2.80750 2.51108
C: -3.17406 -0.51376 0.33127
C: -4.40092 -1.27926 0.77090
C: -4.94504 -0.88363 2.14421
C: -5.67331 0.45866 2.15434
F: -5.61731 1.10264 0.96135
F: -6.98057 0.30622 2.45253
F: -5.15298 1.29266 3.08122
N: -3.40332 0.21842 -0.73934
N: -2.41976 0.92704 -1.22537
Cl: -2.90354 1.81466 -2.59146
C: -1.17219 0.98948 -0.74920
I: 0.21999 2.12954 -1.74861
H: 3.01548 -0.89451 1.68951
H: 1.76974 -2.11784 1.53142
H: 3.04496 -2.07003 0.33267
H: 2.14801 0.20125 -0.42528
H: 0.99167 -1.13915 -0.57848
H: 0.43825 -0.36315 1.93485
H: 1.71333 2.03854 0.78369
H: 0.19859 2.34696 1.62864
H: 1.55859 1.50129 2.42439
H: -1.38478 0.16709 3.75446
H: -1.96380 -1.17702 4.52239
H: -2.41127 -3.44621 1.79857
H: -5.16953 -1.07560 0.02699
H: -4.18447 -2.34332 0.72616
H: -4.19356 -0.85532 2.92498
H: -5.67397 -1.63654 2.44326
F: 3.03921 -0.97122 -2.93253
C: 3.98484 -0.07471 -3.30215
C: 3.74129 1.26384 -3.07634
C: 4.70546 2.19186 -3.44263
C: 5.88698 1.76736 -4.03317
C: 6.10484 0.41337 -4.25291
C: 5.15098 -0.52452 -3.88331
H: 2.80347 1.54833 -2.61793
H: 4.53425 3.24572 -3.26764
H: 6.63711 2.49023 -4.32192
H: 7.02418 0.08229 -4.71600
H: 5.30379 -1.58353 -4.03947



| no. | strongest force on any atom (eV Å⁻¹) |
| --- | --- |
| 1 | 0.948 |
| 2 | 3.278 |
| 3 | 4.134 |
| 4 | 3.138 |
| 5 | 0.639 |